Entry from the Open Molecules 2025 dataset: a structure of composition C31H19N6O9SW (wB97M-V/def2-TZVPD).

net charge: -1
LUMO level (spin up / spin down): 0.0586 / 0.0585 hartree
ΔE to the lowest compared entry with this formula, charge and spin: 0.987 eV
E_HOMO (spin up / spin down): -4.9332 / -4.9332 eV
orbital gap (spin up / spin down): 6.53 / 6.53 eV
2S+1: 1
molecular weight: 835.4 g/mol
calculated total energy: -2663.8058 a.u.

XYZ file:
```
67
C31H19N6O9SW wB97M-V/def2-TZVPD
W 0.44308 0.49477 0.11657
O -2.68620 -1.74468 2.08734
C -1.71586 -1.35768 1.44417
N -1.46616 -0.12916 0.96744
C -2.30319 0.90888 1.45428
C -3.68151 0.89168 1.50836
C -4.34376 2.00295 2.02576
C -3.62613 3.09435 2.48421
C -2.23367 3.11112 2.43350
C -1.57812 2.00955 1.90854
N -0.19608 1.80614 1.76186
C 0.67555 2.39117 2.58791
O 0.50948 3.33428 3.35486
C 1.96017 1.61904 2.62468
C 2.97264 1.98359 3.49473
C 4.07430 1.16184 3.61428
C 4.11742 -0.00147 2.85934
C 3.07931 -0.27594 1.99120
N 2.01088 0.51754 1.87130
C -0.59747 -2.29927 1.16051
C -0.75033 -3.64204 1.46290
C 0.26743 -4.51635 1.15165
C 1.39151 -4.00540 0.51855
C 1.46849 -2.65258 0.25478
N 0.50407 -1.78521 0.60367
H -4.22603 0.02402 1.16750
H -5.42581 2.00828 2.06891
H -4.15011 3.95414 2.88365
H -1.66856 3.95777 2.78797
H 2.83983 2.89675 4.05697
H 4.88468 1.41417 4.28621
H 4.95105 -0.68660 2.91867
H 3.11436 -1.14492 1.35723
H -1.68456 -3.93734 1.91833
H 0.18200 -5.57297 1.37033
H 2.21245 -4.64008 0.21549
H 2.31609 -2.23419 -0.26376
O 4.04079 -0.39827 -1.81928
C 2.99247 0.13771 -1.53592
O 2.24013 -0.26796 -0.52346
C 2.35176 1.26962 -2.22978
C 2.60135 1.67186 -3.48899
C 1.72145 2.61268 -4.11991
C 0.54068 2.98651 -3.53384
C 0.27417 2.53645 -2.24450
C 1.24682 1.81985 -1.44825
O 1.47488 2.19360 -0.17672
N -0.96627 2.60523 -1.68307
O -1.14865 1.86067 -0.65162
O -1.89593 3.25856 -2.11284
N 2.01998 3.07125 -5.45287
O 3.04848 2.66978 -5.97914
O 1.24362 3.84522 -5.99450
H 3.42530 1.25059 -4.04796
H -0.18532 3.58168 -4.06902
S -0.33115 -0.53677 -2.02195
C -1.40606 -1.91582 -1.75687
C -0.95508 -3.20622 -2.03353
C -1.79730 -4.29753 -1.87648
C -3.10047 -4.11540 -1.43427
C -3.56352 -2.83178 -1.17449
C -2.72871 -1.73860 -1.34866
H 0.06362 -3.34285 -2.37547
H -1.43064 -5.29396 -2.09412
H -3.75396 -4.96823 -1.29788
H -4.57827 -2.67919 -0.82921
H -3.08542 -0.73485 -1.15534
```

From a Mulliken analysis of the wavefunction, the atomic charges in e read: atom 1 (W): 3.084, atom 2 (O): -0.769, atom 3 (C): 0.128, atom 4 (N): 0.664, atom 5 (C): -0.034, atom 6 (C): -0.851, atom 7 (C): -0.827, atom 8 (C): -0.664, atom 9 (C): -0.756, atom 10 (C): 0.192, atom 11 (N): 0.294, atom 12 (C): 0.093, atom 13 (O): -0.796, atom 14 (C): 0.517, atom 15 (C): -0.859, atom 16 (C): -0.268, atom 17 (C): -1.114, atom 18 (C): 0.029, atom 19 (N): -0.115, atom 20 (C): 0.424, atom 21 (C): -0.967, atom 22 (C): -0.540, atom 23 (C): -1.005, atom 24 (C): -0.385, atom 25 (N): 0.135, atom 26 (H): 0.496, atom 27 (H): 0.384, atom 28 (H): 0.370, atom 29 (H): 0.481, atom 30 (H): 0.520, atom 31 (H): 0.423, atom 32 (H): 0.444, atom 33 (H): 0.261, atom 34 (H): 0.606, atom 35 (H): 0.408, atom 36 (H): 0.488, atom 37 (H): 0.461, atom 38 (O): -0.759, atom 39 (C): -0.110, atom 40 (O): -0.096, atom 41 (C): 0.356, atom 42 (C): -0.558, atom 43 (C): -0.609, atom 44 (C): -0.765, atom 45 (C): 0.061, atom 46 (C): 1.312, atom 47 (O): -0.932, atom 48 (N): 0.832, atom 49 (O): -0.398, atom 50 (O): -0.767, atom 51 (N): 1.017, atom 52 (O): -0.660, atom 53 (O): -0.672, atom 54 (H): 0.537, atom 55 (H): 0.602, atom 56 (S): -0.214, atom 57 (C): 0.192, atom 58 (C): -0.449, atom 59 (C): -0.693, atom 60 (C): -0.543, atom 61 (C): -0.650, atom 62 (C): -0.202, atom 63 (H): 0.465, atom 64 (H): 0.407, atom 65 (H): 0.389, atom 66 (H): 0.397, atom 67 (H): 0.555

=====

Entry from the Open Molecules 2025 dataset: a structure of composition C31H20BrCoF4N3O2P (wB97M-V/def2-TZVPD).

<S²>: 0.764
net charge: +1
LUMO level (spin up / spin down): -0.1368 / -0.1483 hartree
ΔE to the lowest compared entry with this formula, charge and spin: 0.182 eV
E_HOMO (spin up / spin down): -10.7402 / -10.7318 eV
orbital gap (spin up / spin down): 7.02 / 6.70 eV
2S+1: 2
molecular weight: 712.3 g/mol
calculated total energy: -6205.4911 a.u.

XYZ file:
```
63
C31H20BrCoF4N3O2P wB97M-V/def2-TZVPD
Co -0.35572 -0.54690 -1.75993
O 3.97271 -0.85126 -2.36806
C 4.19645 0.47405 -2.26186
C 5.52670 0.89474 -2.23641
C 5.82556 2.23426 -2.11787
C 4.81177 3.19027 -2.02041
C 3.49989 2.78071 -2.04056
C 3.16705 1.42223 -2.16360
C 1.76735 1.00984 -2.12250
O 1.49350 -0.26450 -2.25009
N 0.82218 1.92070 -1.92743
N -0.37232 1.27853 -1.89612
C -1.49500 1.90170 -1.89631
C -2.66058 1.02244 -1.88353
C -3.97000 1.47043 -1.80998
C -4.99151 0.53582 -1.81617
C -4.67929 -0.81320 -1.88736
C -3.34960 -1.18956 -1.94352
N -2.35687 -0.30091 -1.94843
H 3.00920 -0.98616 -2.42250
H 6.30178 0.14591 -2.31998
H 6.86159 2.54582 -2.10423
H 5.05588 4.23883 -1.93113
H 2.69623 3.49769 -1.95789
H -1.54363 2.98226 -1.93163
H -4.17442 2.52971 -1.75191
H -6.02270 0.85746 -1.76824
H -5.45044 -1.56901 -1.90050
H -3.06144 -2.23127 -2.00063
F -0.97837 -6.34065 2.08028
C -0.86429 -5.06806 1.75060
C -0.92967 -4.08627 2.72782
F -1.10769 -4.42441 3.99341
C -0.80451 -2.75338 2.36354
F -0.86021 -1.83751 3.32743
C -0.62507 -2.36210 1.04472
P -0.37307 -0.61968 0.57225
C -1.76820 0.30029 1.26128
C -2.98519 -0.32046 1.52987
C -4.08789 0.43532 1.89630
C -3.98645 1.81607 1.98944
C -2.77795 2.44179 1.71646
C -1.67290 1.69036 1.34916
C 1.12457 -0.11476 1.45075
C 1.12321 0.47710 2.71292
C 2.32356 0.82054 3.31236
C 3.52630 0.56677 2.66587
C 3.53419 -0.03985 1.41908
C 2.33631 -0.38018 0.81236
C -0.55830 -3.37140 0.08789
Br -0.24849 -3.00265 -1.75841
C -0.67448 -4.70683 0.42191
F -0.60663 -5.65696 -0.50125
H -3.07725 -1.39869 1.46695
H -5.02515 -0.05705 2.11861
H -4.84504 2.40261 2.28709
H -2.69294 3.51715 1.79510
H -0.73350 2.18835 1.14070
H 0.19284 0.66568 3.23153
H 2.32116 1.28227 4.29011
H 4.45964 0.84136 3.13824
H 4.46729 -0.23909 0.90971
H 2.34983 -0.84627 -0.16531
```

From a Mulliken analysis of the wavefunction, the atomic charges in e read: atom 1 (Co): -0.593, atom 2 (O): -0.730, atom 3 (C): 0.326, atom 4 (C): -0.647, atom 5 (C): -0.303, atom 6 (C): -0.812, atom 7 (C): -0.504, atom 8 (C): 0.477, atom 9 (C): 1.207, atom 10 (O): -1.075, atom 11 (N): -1.361, atom 12 (N): 1.174, atom 13 (C): -0.357, atom 14 (C): 1.004, atom 15 (C): -0.997, atom 16 (C): -0.285, atom 17 (C): -0.844, atom 18 (C): -0.001, atom 19 (N): 0.016, atom 20 (H): 0.412, atom 21 (H): 0.462, atom 22 (H): 0.413, atom 23 (H): 0.426, atom 24 (H): 0.474, atom 25 (H): 0.479, atom 26 (H): 0.481, atom 27 (H): 0.459, atom 28 (H): 0.446, atom 29 (H): 0.416, atom 30 (F): -0.267, atom 31 (C): 0.573, atom 32 (C): 0.241, atom 33 (F): -0.267, atom 34 (C): 0.253, atom 35 (F): -0.350, atom 36 (C): -0.344, atom 37 (P): 2.162, atom 38 (C): 0.551, atom 39 (C): -0.722, atom 40 (C): -0.846, atom 41 (C): -0.563, atom 42 (C): -0.822, atom 43 (C): -0.560, atom 44 (C): 0.688, atom 45 (C): -0.295, atom 46 (C): -0.734, atom 47 (C): -0.612, atom 48 (C): -0.727, atom 49 (C): -0.710, atom 50 (C): -0.359, atom 51 (Br): 0.009, atom 52 (C): 0.323, atom 53 (F): -0.313, atom 54 (H): 0.463, atom 55 (H): 0.463, atom 56 (H): 0.442, atom 57 (H): 0.475, atom 58 (H): 0.555, atom 59 (H): 0.425, atom 60 (H): 0.442, atom 61 (H): 0.423, atom 62 (H): 0.478, atom 63 (H): 0.359

=====

Entry from the Open Molecules 2025 dataset: a cluster of 3 separate species, C31H21BrIO9P in total in a non-equilibrium geometry (wB97M-V/def2-TZVPD).

net charge: 0
LUMO level: -0.0363 hartree
E_HOMO: -9.7926 eV
SMILES: O=C(I)O[C@H](Br)CP(=O)(O)O.O=C1c2ccccc2C(=O)c2ccccc21.O=C1c2ccccc2C(=O)c2ccccc21
orbital gap: 8.80 eV
2S+1: 1
molecular weight: 775.3 g/mol
calculated total energy: -5084.2914 a.u.

XYZ file:
```
64
C31H21BrIO9P wB97M-V/def2-TZVPD
O 1.68555 -9.65809 1.67898
C 2.18527 -8.60130 1.55052
I 4.19041 -8.36680 0.91617
O 1.57012 -7.44429 1.88396
C 1.25887 -6.55955 0.81922
Br 1.79366 -4.77302 1.37143
C -0.21801 -6.55047 0.39427
P -1.38466 -7.76718 1.06697
O -2.74792 -7.27865 0.84138
O -1.05626 -8.04342 2.58080
O -1.08710 -9.15392 0.33150
H 1.90918 -6.76571 -0.02536
H -0.23505 -6.73148 -0.68115
H -0.67834 -5.57778 0.54103
H -0.35698 -8.70333 2.70584
H -1.53111 -9.08678 -0.52786
O -1.61412 -2.98459 -0.28717
C -1.98237 -1.83825 -0.42907
C -1.75220 -0.82160 0.63491
C -1.08697 -1.19906 1.79346
C -0.83380 -0.26190 2.77993
C -1.24206 1.05628 2.61283
C -1.91788 1.43466 1.46603
C -2.17995 0.49873 0.47513
C -2.92100 0.92291 -0.74590
O -3.33657 2.05672 -0.86646
C -3.13312 -0.08988 -1.82053
C -3.79182 0.28782 -2.98326
C -3.97796 -0.63086 -4.00127
C -3.50674 -1.93192 -3.86275
C -2.85838 -2.31648 -2.70243
C -2.67155 -1.39977 -1.67656
H -0.76914 -2.22571 1.91122
H -0.31178 -0.55666 3.68035
H -1.03135 1.78983 3.37911
H -2.24072 2.45753 1.33187
H -4.15292 1.30181 -3.08110
H -4.49029 -0.33457 -4.90672
H -3.64904 -2.64666 -4.66210
H -2.49368 -3.32667 -2.58209
O 1.61519 2.92901 0.48736
C 1.88107 4.08675 0.24436
C 1.04502 4.88636 -0.69570
C -0.06681 4.29440 -1.28066
C -0.87516 5.02939 -2.12959
C -0.57609 6.36059 -2.39903
C 0.53817 6.95261 -1.83016
C 1.35473 6.21857 -0.98007
C 2.55752 6.87148 -0.38882
O 2.85582 8.01160 -0.67317
C 3.38135 6.07783 0.56926
C 4.48709 6.67347 1.16157
C 5.24949 5.96251 2.07164
C 4.91080 4.65283 2.39485
C 3.81584 4.05108 1.80021
C 3.04924 4.75857 0.88355
H -0.29861 3.26095 -1.06250
H -1.74374 4.56542 -2.57745
H -1.21491 6.93618 -3.05534
H 0.78213 7.98499 -2.03704
H 4.73923 7.69274 0.90553
H 6.10925 6.42871 2.53377
H 5.50481 4.10166 3.11145
H 3.54631 3.03238 2.04083
```

From a Mulliken analysis of the wavefunction, the atomic charges in e read: atom 1 (O): -0.392, atom 2 (C): 0.376, atom 3 (I): 0.099, atom 4 (O): -0.232, atom 5 (C): -0.029, atom 6 (Br): -0.162, atom 7 (C): -0.268, atom 8 (P): 0.763, atom 9 (O): -0.691, atom 10 (O): -0.469, atom 11 (O): -0.480, atom 12 (H): 0.362, atom 13 (H): 0.325, atom 14 (H): 0.125, atom 15 (H): 0.343, atom 16 (H): 0.332, atom 17 (O): -0.649, atom 18 (C): 0.493, atom 19 (C): 0.244, atom 20 (C): -0.629, atom 21 (C): -0.611, atom 22 (C): -0.592, atom 23 (C): -0.602, atom 24 (C): 0.517, atom 25 (C): 0.538, atom 26 (O): -0.689, atom 27 (C): 0.289, atom 28 (C): -0.566, atom 29 (C): -0.511, atom 30 (C): -0.521, atom 31 (C): -0.596, atom 32 (C): 0.173, atom 33 (H): 0.571, atom 34 (H): 0.428, atom 35 (H): 0.422, atom 36 (H): 0.493, atom 37 (H): 0.492, atom 38 (H): 0.399, atom 39 (H): 0.403, atom 40 (H): 0.499, atom 41 (O): -0.687, atom 42 (C): 0.547, atom 43 (C): 0.190, atom 44 (C): -0.644, atom 45 (C): -0.468, atom 46 (C): -0.536, atom 47 (C): -0.610, atom 48 (C): 0.372, atom 49 (C): 0.561, atom 50 (O): -0.666, atom 51 (C): 0.184, atom 52 (C): -0.578, atom 53 (C): -0.462, atom 54 (C): -0.507, atom 55 (C): -0.529, atom 56 (C): 0.170, atom 57 (H): 0.545, atom 58 (H): 0.474, atom 59 (H): 0.393, atom 60 (H): 0.476, atom 61 (H): 0.476, atom 62 (H): 0.399, atom 63 (H): 0.399, atom 64 (H): 0.503

=====

Entry from the Open Molecules 2025 dataset: a structure of composition C31H21CsN2O6PS in a non-equilibrium geometry (wB97M-V/def2-TZVPD).

net charge: -1
LUMO level: 0.0609 hartree
ΔE to the lowest compared entry with this formula, charge and spin: 0.633 eV
E_HOMO: -3.2552 eV
orbital gap: 4.91 eV
2S+1: 1
molecular weight: 713.5 g/mol
calculated total energy: -2514.5904 a.u.

XYZ file:
```
63
C31H21CsN2O6PS wB97M-V/def2-TZVPD
Cs 1.74974 -0.70727 0.52262
O -1.61776 1.97306 5.52941
C -0.97142 1.33217 4.72329
C 0.52318 1.36776 4.54286
O 1.31818 2.02369 5.19828
C 0.81426 0.55718 3.34649
C -0.40932 0.01802 2.82066
O -0.48315 -0.68056 1.75984
C -1.52708 0.41329 3.67180
O -2.72155 0.19524 3.48489
O 1.95615 0.37676 2.83142
O -1.51331 -3.94918 1.91590
N -0.81108 -3.60810 0.76060
C -1.42262 -2.76256 0.04085
C -2.72239 -2.08762 0.20559
C -3.79784 -2.72525 0.81791
C -5.03009 -2.10144 0.89687
C -5.20402 -0.83693 0.35743
C -4.13944 -0.19683 -0.25228
C -2.88952 -0.79888 -0.32775
P -1.43791 0.08145 -1.06077
C -2.32014 0.76549 -2.55370
C -2.52537 -0.11613 -3.61577
C -3.19784 0.28139 -4.75856
C -3.66620 1.58491 -4.86524
C -3.45645 2.47528 -3.82350
C -2.78782 2.06892 -2.67619
C -1.26734 1.61132 -0.07064
C -2.03094 1.90682 1.05078
C -1.76324 3.04441 1.80091
C -0.73442 3.89854 1.43306
C 0.03160 3.60983 0.31295
C -0.23211 2.47287 -0.43615
H -0.83902 -4.38161 2.44673
H -0.85420 -2.50517 -0.84631
H -3.65858 -3.70841 1.24171
H -5.85587 -2.59923 1.38887
H -6.16452 -0.34214 0.42509
H -4.27592 0.79572 -0.66355
H -2.15545 -1.13300 -3.53073
H -3.35443 -0.41940 -5.56924
H -4.18926 1.90494 -5.75756
H -3.81911 3.49263 -3.90362
H -2.63083 2.77302 -1.86801
H -2.78846 1.21913 1.40068
H -2.33901 3.22588 2.70030
H -0.50650 4.76686 2.03741
H 0.84484 4.26728 0.02952
H 0.37855 2.24567 -1.30587
S 7.32453 0.08394 1.12803
C 5.59176 -0.08322 1.12731
N 5.08778 -0.82068 0.20092
C 6.08384 -1.35518 -0.59732
C 5.88900 -2.21640 -1.67692
C 6.98938 -2.68045 -2.36526
C 8.28570 -2.30276 -1.99454
C 8.49911 -1.45278 -0.92703
C 7.38708 -0.98379 -0.23335
H 4.99230 0.41845 1.87702
H 4.88453 -2.50836 -1.95299
H 6.84736 -3.34957 -3.20338
H 9.13308 -2.68032 -2.55115
H 9.49959 -1.15868 -0.64061
```

From a Mulliken analysis of the wavefunction, the atomic charges in e read: atom 1 (Cs): 1.244, atom 2 (O): -0.708, atom 3 (C): 0.244, atom 4 (C): 0.451, atom 5 (O): -0.744, atom 6 (C): 0.436, atom 7 (C): 0.673, atom 8 (O): -0.764, atom 9 (C): 0.300, atom 10 (O): -0.801, atom 11 (O): -0.959, atom 12 (O): -0.417, atom 13 (N): -0.495, atom 14 (C): -0.715, atom 15 (C): 0.357, atom 16 (C): -0.434, atom 17 (C): -0.667, atom 18 (C): -0.675, atom 19 (C): -0.039, atom 20 (C): 0.545, atom 21 (P): -0.048, atom 22 (C): 0.176, atom 23 (C): -0.497, atom 24 (C): -0.632, atom 25 (C): -0.418, atom 26 (C): -0.744, atom 27 (C): -0.086, atom 28 (C): 0.817, atom 29 (C): -0.295, atom 30 (C): -0.517, atom 31 (C): -0.564, atom 32 (C): -0.656, atom 33 (C): -0.677, atom 34 (H): 0.341, atom 35 (H): 0.685, atom 36 (H): 0.490, atom 37 (H): 0.370, atom 38 (H): 0.386, atom 39 (H): 0.462, atom 40 (H): 0.359, atom 41 (H): 0.373, atom 42 (H): 0.361, atom 43 (H): 0.391, atom 44 (H): 0.293, atom 45 (H): 0.205, atom 46 (H): 0.395, atom 47 (H): 0.370, atom 48 (H): 0.391, atom 49 (H): 0.428, atom 50 (S): -0.251, atom 51 (C): -0.165, atom 52 (N): -0.167, atom 53 (C): -0.245, atom 54 (C): -0.538, atom 55 (C): -0.492, atom 56 (C): -0.434, atom 57 (C): -0.427, atom 58 (C): 0.751, atom 59 (H): 0.473, atom 60 (H): 0.412, atom 61 (H): 0.361, atom 62 (H): 0.359, atom 63 (H): 0.372